Entry 1:
C6H7Cl2N as an isolated structure at a distorted geometry, computed with ωB97M-V/def2-TZVPD.

Each line ends with the natural charge from an NBO analysis.
Element x y z (Å)
C (0.74577, -2.08832, 0.32992)  -0.246
C (1.59673, -0.95411, -0.07922)  -0.334
C (-0.55657, -1.92712, 0.48734)  -0.121
C (1.14805, 0.22800, -0.33636)  0.062
C (-1.16378, -0.09401, 0.13500)  0.115
C (-0.37010, 2.12903, -0.37225)  -0.412
N (-0.10703, 0.69095, -0.25090)  -0.501
Cl (-2.39660, -0.14624, -1.11055)  -0.026
Cl (-2.03133, 0.45462, 1.61383)  -0.054
H (1.32824, -2.91288, 0.59591)  0.222
H (2.59607, -1.13665, -0.30462)  0.214
H (-1.27450, -2.61627, 0.92315)  0.220
H (1.92540, 0.95448, -0.55820)  0.209
H (-0.76630, 2.29419, -1.42607)  0.219
H (-1.18335, 2.25782, 0.22360)  0.210
H (0.50929, 2.86651, 0.12942)  0.222

Values from the calculation:
ΔE to the lowest compared entry with this formula, charge and spin (kJ/mol): 278.5
HOMO energy (Ha): -0.2998

Entry 2:
An isolated ion of composition C6H7Cl2N4O and charge -1 at a distorted geometry, computed with ωB97M-V/def2-TZVPD.

Each line ends with the natural charge from an NBO analysis.
Element x y z (Å)
C (2.64282, -0.23610, -0.28844)  0.709
C (-1.20295, 0.07852, -0.27284)  -0.394
C (0.12327, -0.33001, 0.11705)  0.502
C (-2.68781, 0.17439, 0.70103)  -0.274
C (-1.23720, 1.44020, -1.03996)  -0.589
C (0.36724, -1.80941, 0.53216)  -0.661
N (3.44269, 0.88597, -0.30094)  -0.457
N (2.73846, 1.91344, -0.01771)  0.008
N (1.53262, 1.70085, 0.20047)  -0.147
N (1.25431, 0.29263, 0.05686)  -0.339
O (2.88312, -1.40523, -0.43404)  -0.615
Cl (-3.46295, -1.44328, 0.87781)  -0.166
Cl (-2.18420, 0.49183, 2.41799)  -0.181
H (-1.66621, -0.68550, -0.85443)  0.265
H (-0.47320, 1.46569, -1.77146)  0.191
H (-1.04397, 2.31364, -0.49650)  0.224
H (-2.15916, 1.55013, -1.40897)  0.213
H (0.34265, -2.42403, -0.33186)  0.236
H (-0.45984, -1.94975, 1.26114)  0.239
H (1.25031, -2.02397, 1.05263)  0.237

Values from the calculation:
ΔE to the lowest compared entry with this formula, charge and spin (kJ/mol): 255.0
Charge: -1
HOMO energy (alpha / beta) (Ha): -0.1474 / -0.1475

Entry 3:
An isolated molecule of C6H7Cl2NO2S at a distorted geometry, computed with ωB97M-V/def2-TZVPD.

Each line ends with the natural charge from an NBO analysis.
Element x y z (Å)
C (-0.74714, 0.44534, -0.08531)  -0.178
C (-2.21416, -0.01126, -0.30973)  -0.366
C (-0.46382, 1.78000, -0.46602)  0.727
C (-0.49605, -1.70881, -0.37620)  -0.022
C (2.21976, -0.60058, 1.17658)  -0.608
C (1.54451, -0.35767, -0.24140)  -0.247
N (0.11242, -0.55699, -0.27499)  -0.245
O (0.66723, 2.19839, -0.66097)  -0.635
O (-1.45659, 2.71622, -0.38455)  -0.698
S (-2.17280, -1.79827, 0.07418)  0.364
Cl (-3.43994, 0.73445, 0.66167)  0.010
Cl (0.37151, -3.22286, -0.50578)  0.040
H (-2.39876, 0.17394, -1.33876)  0.209
H (3.18754, -1.03732, 1.08085)  0.223
H (2.40113, 0.31549, 1.85614)  0.228
H (1.67789, -1.23118, 1.73314)  0.207
H (1.79035, -0.98009, -1.02150)  0.209
H (1.76898, 0.63627, -0.64494)  0.294
H (-2.35206, 2.50493, -0.27241)  0.488

Values from the calculation:
ΔE to the lowest compared entry with this formula, charge and spin (kJ/mol): 118.6
HOMO energy (alpha / beta) (Ha): -0.2806 / -0.2806

Entry 4:
An isolated molecule of C6H7Cl4NO at a distorted geometry, computed with ωB97M-V/def2-TZVPD.

Each line ends with the natural charge from an NBO analysis.
Element x y z (Å)
C (1.20211, -1.07951, -1.20752)  0.698
C (0.15703, -1.73474, -0.28440)  -0.584
C (1.61750, 0.67091, 0.48601)  -0.056
C (-0.98452, 0.55854, -0.07109)  -0.006
C (-0.97736, -0.84481, 0.28924)  -0.054
C (-1.54993, 1.70839, 0.71824)  -0.704
N (1.85682, 0.12591, -0.79559)  -0.664
O (1.53584, -1.46531, -2.31008)  -0.578
Cl (1.96355, 2.30489, 0.78348)  0.045
Cl (-0.88225, 0.71695, -1.80002)  0.050
Cl (-1.00635, -1.16311, 2.08837)  -0.023
Cl (-2.57362, -1.50425, -0.29877)  -0.050
H (-0.07183, -2.71520, -0.74503)  0.282
H (0.55543, -2.00956, 0.76157)  0.270
H (1.91284, -0.03744, 1.23536)  0.197
H (-0.75690, 1.97686, 1.46509)  0.249
H (-2.49082, 1.36457, 1.26311)  0.243
H (-1.85056, 2.63279, 0.02757)  0.253
H (2.34302, 0.49414, -1.60555)  0.431

Values from the calculation:
HOMO energy (alpha / beta) (Ha): -0.3069 / -0.2996

Entry 5:
An isolated molecule of C6H7ClF2N2O2 at a distorted geometry, computed with ωB97M-V/def2-TZVPD.

Each line ends with the natural charge from an NBO analysis.
Element x y z (Å)
C (-1.42679, -2.27285, -0.63797)  -0.436
N (-0.95097, -1.11919, 0.10647)  -0.422
C (-0.84148, -0.06861, -0.52838)  0.669
O (-1.25277, 0.29542, -1.74404)  -0.677
N (-0.27448, 1.11133, 0.10475)  -0.470
C (-1.00722, 2.29043, 0.49226)  -0.407
C (1.01301, 1.15124, 0.46430)  0.628
O (1.53993, 1.98635, 1.15941)  -0.571
C (1.85572, -0.10545, 0.18932)  0.200
F (2.16100, -0.30155, -1.16627)  -0.334
C (2.32167, -0.99274, 1.08812)  0.336
F (2.02087, -0.93062, 2.35069)  -0.279
Cl (3.53621, -2.24570, 0.75534)  -0.001
H (-2.00539, -2.87243, 0.09248)  0.210
H (-1.95934, -2.06965, -1.51275)  0.193
H (-0.52084, -2.59704, -0.89119)  0.211
H (-0.65483, 0.99733, -2.03404)  0.500
H (-0.37103, 3.12697, 0.69958)  0.246
H (-1.56318, 2.57208, -0.30257)  0.194
H (-1.62011, 2.04469, 1.31449)  0.208

Values from the calculation:
ΔE to the lowest compared entry with this formula, charge and spin (kJ/mol): 165.3
HOMO energy (Ha): -0.3492
SMILES: C/N=C(\O)N(C)C(=O)/C(F)=C(\F)Cl

Entry 6:
A 2-piece molecular cluster, C6H7ClN2O2S overall at a distorted geometry, computed with ωB97M-V/def2-TZVPD.

Each line ends with the natural charge from an NBO analysis.
Element x y z (Å)
C (-0.06997, 1.13551, 2.71861)  -0.301
C (0.38799, 1.44045, 1.45580)  0.060
C (-0.79971, -0.01024, 3.03444)  0.101
C (-0.65835, -0.32142, 0.85156)  0.546
C (0.67781, -0.84115, -2.27882)  -0.845
C (-1.41134, -1.88830, -0.73724)  -0.557
N (0.04900, 0.66708, 0.38385)  -0.480
N (-1.09945, -0.75286, 1.98264)  -0.465
O (1.01965, -2.81772, -0.52636)  -0.946
O (-0.22763, -3.43845, -2.55617)  -0.927
S (0.09345, -2.45698, -1.54702)  2.126
Cl (-2.03245, -3.08896, 0.40053)  0.040
H (0.13226, 1.89449, 3.64660)  0.233
H (0.68347, 2.49317, 1.26259)  0.220
H (-1.27315, -0.22368, 3.97630)  0.219
H (0.19043, -0.16012, -1.66733)  0.244
H (1.83321, -0.74896, -2.19805)  0.265
H (0.19796, -0.86696, -3.29352)  0.240
H (-2.11913, -1.27524, -1.25151)  0.227

Values from the calculation:
ΔE to the lowest compared entry with this formula, charge and spin (kJ/mol): 389.3
HOMO energy (Ha): -0.3306

Entry 7:
An isolated molecule of C6H7ClN6 at a distorted geometry, computed with ωB97M-V/def2-TZVPD.

Each line ends with the natural charge from an NBO analysis.
Element x y z (Å)
C (0.37245, 2.61932, 0.55341)  -0.394
N (0.73784, 1.38304, -0.12965)  -0.353
C (1.74072, 1.34957, -1.12399)  0.055
Cl (2.69485, 2.76513, -1.35896)  0.036
C (1.62166, 0.18143, -1.77144)  -0.088
N (0.53818, -0.47605, -1.30169)  -0.509
C (0.06339, 0.25517, -0.32958)  0.402
C (-1.29412, -0.25337, 0.44034)  -0.478
C (-1.18554, -1.66606, 0.87476)  0.308
N (-1.59678, -2.30012, 1.92853)  -0.311
N (-1.37015, -3.60655, 1.77920)  -0.075
N (-0.87599, -3.81156, 0.59266)  -0.055
N (-0.77345, -2.65279, 0.00837)  -0.364
H (-0.35182, 2.29436, 1.28725)  0.223
H (1.26189, 2.87843, 0.97040)  0.214
H (0.08741, 3.47507, -0.26621)  0.222
H (2.29086, -0.01929, -2.52880)  0.218
H (-2.15258, -0.33581, -0.16363)  0.252
H (-1.54626, 0.24755, 1.33915)  0.246
H (-0.26256, -2.32747, -0.80011)  0.452

Values from the calculation:
HOMO energy (Ha): -0.3478
SMILES: Cn1c(Cl)cnc1Cc1nnn[nH]1

Entry 8:
An isolated ion of composition C6H7ClNO2S and charge -1 at a distorted geometry, computed with ωB97M-V/def2-TZVPD.

Each line ends with the natural charge from an NBO analysis.
Element x y z (Å)
C (1.72931, 1.52403, 1.87821)  -0.432
C (1.80620, 0.61080, 0.93875)  -0.158
Cl (1.66387, -1.08502, 1.42139)  -0.059
S (2.20111, 0.70779, -0.78029)  0.233
C (0.80167, -0.17464, -1.53909)  -0.566
C (-0.46995, -0.34287, -0.77504)  0.271
C (-1.31576, -1.49729, -1.23524)  -0.667
N (-0.70767, 0.40741, 0.23611)  -0.478
C (-1.88336, 0.74186, 1.00510)  0.843
O (-2.66279, 1.54581, 0.47342)  -0.775
O (-1.99599, 0.22666, 2.09727)  -0.762
H (1.86226, 2.58097, 1.58604)  0.226
H (1.54675, 1.04456, 2.91045)  0.239
H (1.13140, -1.16065, -1.75252)  0.205
H (0.59391, 0.34831, -2.49538)  0.234
H (-2.30727, -1.31657, -1.30611)  0.230
H (-1.09665, -2.22147, -0.46660)  0.231
H (-0.89705, -1.93968, -2.19647)  0.184

Values from the calculation:
ΔE to the lowest compared entry with this formula, charge and spin (kJ/mol): 0.0
Charge: -1
HOMO energy (Ha): -0.1481
SMILES: C=C(Cl)SC/C(C)=N/C(=O)[O-]

Entry 9:
An isolated molecule of C6H7ClO at a distorted geometry, computed with ωB97M-V/def2-TZVPD.

Each line ends with the natural charge from an NBO analysis.
Element x y z (Å)
O (-0.58702, 1.95678, 0.65150)  -0.706
C (-0.12524, 1.01850, -0.29979)  0.015
C (1.37411, 0.91992, -0.35197)  -0.197
C (1.84515, -0.33895, -0.10478)  -0.161
C (0.72254, -1.26532, 0.19697)  -0.480
C (-0.53282, -0.41770, 0.08907)  0.004
C (-1.80110, -0.84391, 0.19089)  -0.221
Cl (-3.20368, 0.09468, -0.17969)  -0.020
H (-1.51268, 2.11569, 0.45621)  0.476
H (-0.54210, 1.25220, -1.25761)  0.182
H (2.00406, 1.78283, -0.59903)  0.219
H (2.89784, -0.61030, 0.03441)  0.221
H (0.80223, -1.73600, 1.16909)  0.227
H (0.70157, -2.07913, -0.51673)  0.226
H (-2.04286, -1.84930, 0.52146)  0.214

Values from the calculation:
ΔE to the lowest compared entry with this formula, charge and spin (kJ/mol): 137.4
HOMO energy (Ha): -0.3390
SMILES: O[C@H]1C=CC/C1=C/Cl

Entry 10:
An isolated molecule of C6H7ClO at a distorted geometry, computed with ωB97M-V/def2-TZVPD.

Each line ends with the natural charge from an NBO analysis.
Element x y z (Å)
O (-0.61487, 2.10902, 0.42775)  -0.704
C (-0.15275, 1.03846, -0.38666)  0.032
C (1.40508, 0.90302, -0.39527)  -0.201
C (1.78889, -0.35974, -0.18124)  -0.177
C (0.59453, -1.21261, 0.18611)  -0.463
C (-0.58142, -0.31361, 0.02382)  -0.057
C (-1.82906, -0.76469, 0.04233)  -0.207
Cl (-3.23169, 0.15737, -0.20891)  0.017
H (-0.96634, 1.73376, 1.27643)  0.475
H (-0.43149, 1.22822, -1.40943)  0.193
H (2.08337, 1.70912, -0.37134)  0.215
H (2.83241, -0.75022, -0.18128)  0.219
H (0.71405, -1.51886, 1.24972)  0.220
H (0.48158, -2.11606, -0.32385)  0.222
H (-2.09228, -1.84320, 0.25184)  0.217

Values from the calculation:
ΔE to the lowest compared entry with this formula, charge and spin (kJ/mol): 166.7
HOMO energy (Ha): -0.3386
SMILES: O[C@H]1C=CC/C1=C/Cl

What energy values result from the calculations? In sequence: -1207.84612; -1447.36861; -1756.55068; -2203.47858; -1152.66435; -1351.03510; -1021.49353; -1296.44919; -768.21186; -768.20068 a.u..